{
  "formula": "C26H29IN2O4P2Pd",
  "method": "the ωB97M-V functional and the def2-TZVPD basis",
  "homo_lumo_gap_ev": 3.62,
  "charge": -2,
  "max_force_ev_per_a": 0.81,
  "mol_weight_g_mol": 728.8,
  "homo_energy_ev": 1.1,
  "de_lowest_kcal_mol": 8.2,
  "elements": ["Pd", "O", "C", "C", "C", "C", "C", "C", "C", "P", "C", "C", "C", "C", "C", "C", "C", "C", "C", "C", "C", "C", "H", "H", "H", "H", "H", "H", "H", "H", "H", "H", "H", "H", "H", "H", "C", "O", "P", "O", "C", "O", "C", "H", "H", "H", "H", "H", "H", "H", "H", "H", "I", "C", "C", "N", "C", "C", "N", "H", "H", "H", "H", "H", "H"],
  "coordinates": [[0.69771, 1.35388, -0.10011], [0.88641, 2.40919, 2.64917], [0.50111, 1.45912, 1.97559], [0.01143, 0.25906, 2.81185], [0.35121, 0.13602, 4.16030], [-0.04236, -0.97020, 4.89318], [-0.79610, -1.96244, 4.26437], [-1.12738, -1.83994, 2.92525], [-0.69194, -0.74231, 2.16192], [-1.01341, -0.49266, 0.35179], [-2.42846, 0.71013, 0.35710], [-2.59179, 1.61575, -0.68773], [-3.64310, 2.52223, -0.69734], [-4.55267, 2.55169, 0.35363], [-4.39910, 1.66113, 1.40680], [-3.34326, 0.74930, 1.40361], [-2.12373, -2.03272, 0.06251], [-1.51739, -3.30917, 0.09388], [-2.10658, -4.44000, -0.45217], [-3.33534, -4.36037, -1.10797], [-3.94453, -3.11607, -1.18852], [-3.35752, -1.98598, -0.61771], [0.91385, 0.95128, 4.60274], [0.20869, -1.05811, 5.94549], [-1.13035, -2.83224, 4.82004], [-1.73079, -2.60683, 2.46023], [-1.86146, 1.62892, -1.48737], [-3.73204, 3.22836, -1.51412], [-5.35621, 3.27976, 0.36359], [-5.08965, 1.68221, 2.24210], [-3.23019, 0.05601, 2.22961], [-0.53573, -3.40116, 0.55381], [-1.59383, -5.39450, -0.38288], [-3.79352, -5.23814, -1.54731], [-4.90100, -3.01823, -1.69319], [-3.87611, -1.03776, -0.69736], [-0.32192, 2.05549, -3.67761], [0.97625, 1.48356, -3.63081], [1.43542, 0.73735, -2.25077], [3.04570, 0.88866, -2.46965], [3.60835, 2.20090, -2.39395], [1.47213, -0.83130, -2.76257], [0.30052, -1.62921, -2.63765], [-0.32790, 2.77355, -4.49718], [-0.54836, 2.58723, -2.74910], [-1.07712, 1.28577, -3.87481], [4.65125, 2.07863, -2.10310], [3.09127, 2.82709, -1.66510], [3.54364, 2.68013, -3.37360], [0.22633, -2.24118, -3.53912], [-0.60703, -1.03076, -2.53813], [0.35927, -2.27346, -1.76266], [0.84998, 4.29073, -0.73921], [3.54520, -1.12914, 0.05847], [4.12700, 0.19583, 0.42071], [3.44914, 1.25938, 0.75293], [4.37672, 2.24847, 0.99983], [5.63922, 1.77342, 0.81461], [5.46941, 0.44581, 0.44747], [2.46901, -1.06697, 0.21744], [3.96022, -1.93186, 0.67429], [3.71049, -1.35788, -0.99609], [4.04705, 3.23795, 1.27824], [6.61277, 2.22585, 0.90132], [6.19116, -0.19922, 0.18104]]
}



{
  "formula": "C2H2FLuO",
  "method": "the ωB97M-V functional and the def2-TZVPD basis",
  "homo_lumo_gap_ev": [6.23, 6.24],
  "charge": 2,
  "max_force_ev_per_a": 3.99,
  "mol_weight_g_mol": 236.0,
  "homo_energy_ev": [-18.3, -18.3],
  "de_lowest_kcal_mol": 112.2,
  "elements": ["O", "C", "C", "H", "F", "Lu", "H"],
  "coordinates": [[-1.13783, -0.47112, -0.85540], [-0.52577, 0.58118, -0.67740], [0.52732, 0.79862, 0.22787], [0.28504, 1.53781, 1.00537], [1.69119, 1.23623, -0.32519], [-1.16257, -2.65274, -0.06400], [0.32263, -1.02997, 0.68875]]
}



{
  "formula": "CHClF2O",
  "method": "the ωB97M-V functional and the def2-TZVPD basis",
  "multiplicity": 3,
  "homo_lumo_gap_ev": [7.97, 8.09],
  "max_force_ev_per_a": 8.21,
  "mol_weight_g_mol": 102.5,
  "homo_energy_ev": [-7.0, -10.9],
  "de_lowest_kcal_mol": 15.8,
  "elements": ["C", "O", "F", "F", "Cl", "H"],
  "coordinates": [[-0.17664, -0.29395, -0.42951], [-0.05445, 1.10662, 0.38902], [0.09499, -0.02625, -1.67836], [0.72985, -1.11264, 0.07055], [0.59812, 0.99782, 1.92141], [-1.19188, -0.67160, -0.27311]]
}



{
  "formula": "C6H10OPS",
  "method": "the ωB97M-V functional and the def2-TZVPD basis",
  "homo_lumo_gap_ev": 9.72,
  "charge": 1,
  "max_force_ev_per_a": 4.54,
  "mol_weight_g_mol": 161.2,
  "homo_energy_ev": -14.1,
  "de_lowest_kcal_mol": 19.4,
  "elements": ["C", "C", "C", "C", "C", "C", "O", "P", "S", "H", "H", "H", "H", "H", "H", "H", "H", "H", "H"],
  "coordinates": [[-0.44624, -3.39760, 0.02393], [-0.93590, -2.37243, 0.41285], [-1.70918, -0.31141, -0.42747], [-0.41607, -0.01409, -1.12618], [-1.34965, -0.99670, 0.83641], [1.57406, 1.66352, 1.05323], [-0.22691, -0.37183, 1.35799], [0.82204, 0.21047, 0.36246], [2.57712, -1.32011, -0.07390], [0.00305, -4.25393, -0.21846], [-2.31749, 0.59886, -0.37339], [-2.31328, -0.92696, -1.05634], [-0.07037, -0.89167, -1.62029], [-0.56366, 0.76152, -1.78157], [-2.07324, -1.08476, 1.55392], [2.59270, 1.17452, 1.19012], [1.29524, 2.03096, 2.01633], [1.50197, 2.55268, 0.45587], [3.38846, -0.44561, -0.44732]]
}



Which formula does entry 1 have? C26H29IN2O4P2Pd



Number 4 is which compound? C6H10OPS